A | The following is a quantum chemistry calculation of a 2-piece molecular cluster, C9H14N2O2 overall, from OMol25.

Its HOMO-LUMO gap is 0.3669 Ha. As for the charge: 0. Its SMILES is O=c1cc[nH]c(=O)[nH]1.C1CCCC1.

Structure (XYZ):
```
27
Properties=species:S:1:pos:R:3:nbo_charge:R:1
O -0.47460 -5.56024 1.02468 -0.5749
C -0.19038 -4.35257 0.98717 0.6506
C -0.07273 -3.55057 2.25052 -0.3787
C 0.54668 -2.31795 2.17894 0.0456
N 0.93728 -1.63618 1.00746 -0.6220
C 0.80395 -2.23586 -0.18952 0.7962
O 1.09376 -1.76492 -1.27475 -0.6055
N 0.09891 -3.50839 -0.17318 -0.6763
H -0.47798 -4.00679 3.20346 0.2564
H 0.74590 -1.67674 3.11560 0.2220
H 1.22843 -0.61345 1.11230 0.4505
H 0.03639 -4.12119 -1.01984 0.4351
C 0.10992 1.20286 -0.86683 -0.3813
C 0.92420 2.36721 -1.40804 -0.4189
C -0.07757 3.55918 -0.98466 -0.4167
C -1.15175 2.95128 -0.11263 -0.4134
C -1.31068 1.62865 -0.65511 -0.4372
H 0.26674 0.25833 -1.56094 0.2510
H 0.46806 0.82614 0.17606 0.1391
H 0.91175 2.19343 -2.44872 0.2041
H 2.12161 2.57874 -1.17493 0.2186
H -0.43519 4.01502 -1.87430 0.2049
H 0.25570 4.54953 -0.46405 0.2087
H -2.07652 3.66277 -0.16447 0.2093
H -0.91543 3.01303 0.94513 0.2039
H -1.61434 1.60730 -1.71062 0.2119
H -1.75209 0.93139 0.08125 0.2169
```



B | The following is a quantum chemistry calculation of a 2-piece molecular cluster, C9H14N2O2 overall, from OMol25.

Its HOMO-LUMO gap is 0.3614 Ha. As for the charge: 0. Its SMILES is O=c1cc[nH]c(=O)[nH]1.C1CCCC1.

Structure (XYZ):
```
27
Properties=species:S:1:pos:R:3:nbo_charge:R:1
O 0.91461 -1.99680 -1.62313 -0.5541
C 1.37027 -1.15407 -0.87584 0.6757
C 1.83574 -1.46487 0.50294 -0.4343
C 2.78576 -0.70939 1.11538 0.0710
N 3.27874 0.40272 0.54618 -0.5990
C 2.63117 1.03309 -0.56906 0.7806
O 3.06452 2.08093 -1.01896 -0.6050
N 1.77991 0.22791 -1.21037 -0.6612
H 1.69165 -2.53402 0.85923 0.2518
H 3.22179 -1.06324 2.11603 0.2311
H 3.90170 0.98368 0.97407 0.4150
H 1.58661 0.51243 -2.16286 0.4303
C -1.76011 -0.96655 0.14303 -0.4184
C -0.87122 0.05513 0.98784 -0.4060
C -1.50335 1.41193 0.50288 -0.4290
C -2.79537 1.25882 -0.38488 -0.4146
C -2.54119 -0.26841 -0.84660 -0.4068
H -1.26030 -1.89237 -0.28830 0.2320
H -2.46541 -1.49258 0.91217 0.1841
H 0.13380 -0.07177 0.80847 0.2040
H -0.98157 -0.26562 2.10917 0.2014
H -0.76086 1.91007 -0.16348 0.1976
H -1.45423 2.11764 1.34898 0.2167
H -2.91345 2.00374 -1.21892 0.2308
H -3.63760 0.98190 0.30065 0.2045
H -1.82354 -0.23163 -1.72966 0.1852
H -3.42808 -0.86867 -1.13499 0.2168
```



Least stable: A



A | The following is a quantum chemistry calculation of C35H29Cl5N9O3STi as an isolated structure, from OMol25.

Its HOMO-LUMO gap is 0.2235 Ha. As for the charge: +1.

Structure (XYZ):
```
83
Properties=species:S:1:pos:R:3:lowdin_charge:R:1
Ti -0.34719 -1.53821 -0.39539 1.0637
C -2.49327 -4.72745 1.77850 -0.0626
C -1.45098 -4.11174 1.10758 -0.1019
N -1.38999 -2.79070 1.00095 -0.0168
C -2.31667 -2.07380 1.65846 -0.1633
C -3.37158 -2.70339 2.28725 -0.0264
N -3.48110 -4.02998 2.32430 0.1296
C -1.98814 -0.63754 1.79879 -0.1849
C -2.79077 0.31201 2.36128 0.0739
C -2.28809 1.60614 2.54351 -0.0942
C -0.97830 1.85776 2.17255 0.0753
C -0.22049 0.85753 1.58365 -0.1665
N -0.72995 -0.36558 1.38522 0.0527
C 1.20405 1.00975 1.18269 -0.1882
C 1.97506 2.09358 1.53868 -0.0395
N 3.29012 2.12283 1.30471 0.1279
C 3.80323 1.08215 0.67907 -0.1056
C 3.01494 0.01125 0.25128 -0.1514
N 1.72574 -0.04058 0.52818 0.0886
C -3.13170 2.67598 3.13774 -0.1684
C -2.97282 4.00228 2.75793 -0.0083
C -3.77556 4.96726 3.34598 -0.1159
N -4.70953 4.68982 4.25800 0.0793
C -4.85686 3.41454 4.61928 -0.1164
C -4.09302 2.38166 4.09688 -0.0094
H -2.54162 -5.80674 1.85621 0.1295
H -0.64716 -4.68184 0.66700 0.1159
H -4.14458 -2.13554 2.79276 0.1278
H -3.81173 0.08053 2.63767 0.1275
H -0.54657 2.83729 2.32886 0.1244
H 1.56062 2.95640 2.04928 0.1197
H 4.87471 1.08322 0.50383 0.1277
H 3.45258 -0.82932 -0.27438 0.1006
H -2.26274 4.28414 1.98842 0.1151
H -3.66990 6.01207 3.07135 0.1144
H -5.62327 3.20941 5.35922 0.1146
H -4.23275 1.37004 4.45904 0.1139
Cl 1.52761 -2.91085 1.61573 0.7774
C 2.13806 -3.07286 -0.01006 -0.6875
C 1.35060 -2.54742 -1.03639 -0.2718
C 1.92897 -2.60940 -2.32472 -0.6493
Cl 1.11162 -2.00281 -3.73344 0.7413
C 3.17871 -3.19172 -2.54651 -0.7021
Cl 3.84780 -3.25507 -4.12048 0.7247
C 3.89564 -3.73022 -1.48003 -0.7002
Cl 5.41617 -4.46475 -1.74392 0.7377
C 3.37686 -3.65956 -0.19573 -0.7204
Cl 4.26558 -4.25382 1.14488 0.7244
C -0.56912 -4.95057 -2.25845 -0.0729
C -1.83553 -4.15270 -1.94483 -0.4713
C -2.82227 -4.31424 -3.10844 -0.0737
C -1.63827 -2.64026 -1.69635 -0.1830
H -0.82949 -5.99098 -2.47365 0.0887
H 0.15133 -4.94573 -1.43985 0.0572
H -0.07063 -4.54616 -3.14513 0.0683
H -2.30890 -4.60106 -1.07214 0.0997
H -2.41154 -3.86690 -4.01982 0.0878
H -3.78046 -3.83399 -2.88968 0.0825
H -3.01186 -5.37339 -3.30803 0.0844
H -2.61888 -2.23717 -1.43331 0.0715
H -1.34336 -2.19374 -2.64756 0.0423
N 1.10152 1.71598 -3.96086 0.0902
C 1.99449 2.07278 -3.00446 -0.8389
S 3.21064 0.99972 -2.57220 0.7127
N 1.74367 3.28886 -2.46175 0.0666
C 2.40234 4.00020 -1.42021 -0.2459
C 1.61984 4.88901 -0.68740 -0.0447
C 2.17890 5.62946 0.34497 -0.0909
C 3.52435 5.48483 0.65484 -0.0886
C 4.30432 4.61327 -0.09321 -0.0825
C 3.75743 3.87589 -1.13656 -0.0652
H 1.26814 0.85035 -4.43723 0.0615
H 0.43430 2.36457 -4.34552 0.1110
H 0.88567 3.72137 -2.75812 0.1331
H 0.56562 5.00190 -0.93165 0.1113
H 1.55955 6.32052 0.90466 0.1043
H 3.96168 6.05184 1.46913 0.1070
H 5.36116 4.50673 0.12980 0.1131
H 4.37711 3.21664 -1.72497 0.0685
O -0.69846 1.82672 -1.10200 0.1508
N -0.81573 0.63338 -1.21002 -0.4502
O -1.86678 -0.02383 -0.89301 -0.0227
O 0.14689 -0.14006 -1.64267 -0.1587
```



B | The following is a quantum chemistry calculation of C35H29Cl5N9O3STi as an isolated structure, from OMol25.

Its HOMO-LUMO gap is 0.2116 Ha. As for the charge: +1.

Structure (XYZ):
```
83
Properties=species:S:1:pos:R:3:lowdin_charge:R:1
Ti -0.39145 -0.44206 -0.04300 1.1084
C 0.76452 -1.03676 -4.42943 -0.0598
C 0.03281 -0.70473 -3.29081 -0.0712
N 0.44602 -1.08097 -2.09012 0.0302
C 1.57445 -1.80624 -2.00934 -0.1868
C 2.29296 -2.10828 -3.15503 -0.0288
N 1.89313 -1.72040 -4.36120 0.1276
C 1.86995 -2.37033 -0.67402 -0.1740
C 2.98692 -3.12278 -0.36421 0.0827
C 3.04403 -3.77730 0.86590 -0.1052
C 1.94918 -3.67526 1.72220 0.0885
C 0.88052 -2.87291 1.36667 -0.1681
N 0.87274 -2.20959 0.20331 0.0441
C -0.37682 -2.75833 2.14085 -0.1993
C -0.55976 -3.23769 3.42729 -0.0325
N -1.75347 -3.21834 4.01329 0.1253
C -2.75555 -2.69809 3.32556 -0.0704
C -2.56529 -2.12722 2.06681 -0.0647
N -1.38064 -2.16668 1.47872 0.0527
C 4.20687 -4.61439 1.22681 -0.1782
C 4.69408 -4.62961 2.52935 -0.0052
C 5.77654 -5.44579 2.82332 -0.1172
N 6.37196 -6.22609 1.92811 0.0804
C 5.90082 -6.20836 0.68649 -0.1188
C 4.83075 -5.42268 0.28320 -0.0066
H 0.41296 -0.73672 -5.40844 0.1273
H -0.88901 -0.14263 -3.35276 0.1239
H 3.20377 -2.69078 -3.10615 0.1249
H 3.80981 -3.20409 -1.05934 0.1271
H 1.92678 -4.24088 2.64222 0.1296
H 0.26523 -3.62818 4.00952 0.1263
H -3.73968 -2.71452 3.77635 0.1226
H -3.37075 -1.63736 1.53342 0.1307
H 4.26519 -4.00115 3.29895 0.1187
H 6.18011 -5.46956 3.82878 0.1150
H 6.39723 -6.85680 -0.02601 0.1146
H 4.47875 -5.47709 -0.73872 0.1159
Cl -2.83607 1.91219 -0.97895 0.7933
C -3.09601 0.31414 -1.60114 -0.6694
C -2.26716 -0.72474 -1.19585 -0.2615
C -2.53679 -1.96879 -1.76828 -0.6747
Cl -1.56817 -3.36682 -1.35440 0.7442
C -3.54063 -2.17639 -2.71206 -0.7104
Cl -3.79108 -3.71345 -3.43041 0.7118
C -4.35020 -1.10104 -3.08787 -0.7030
Cl -5.59651 -1.32629 -4.23895 0.7251
C -4.13464 0.15273 -2.52265 -0.7067
Cl -5.12848 1.47382 -2.97655 0.7164
C 1.86676 2.18712 -2.57293 -0.0624
C 0.65935 2.01805 -1.64912 -0.4754
C 0.24329 3.36363 -1.06452 -0.0901
C 0.99011 1.02630 -0.52528 -0.1781
H 1.66869 2.92736 -3.34994 0.0880
H 2.13722 1.24801 -3.06470 0.0626
H 2.73485 2.52213 -2.00161 0.0927
H -0.17147 1.65145 -2.26644 0.0898
H 1.10125 3.83881 -0.58214 0.0951
H -0.53271 3.25384 -0.31146 0.0197
H -0.12975 4.03259 -1.84203 0.0921
H 1.15908 1.57334 0.40638 0.0343
H 1.90159 0.44929 -0.72235 0.0777
N 0.12170 5.48358 2.89875 0.1073
C -0.14076 4.21417 2.54750 -0.8846
S 0.91448 2.96383 2.89147 0.6768
N -1.31215 3.99085 1.89715 0.0475
C -2.13448 4.89538 1.18520 -0.2594
C -3.47944 4.56026 1.04246 -0.0571
C -4.31631 5.34915 0.27233 -0.0755
C -3.82634 6.48744 -0.35360 -0.0809
C -2.49035 6.82309 -0.20326 -0.0712
C -1.63777 6.03250 0.55493 -0.0445
H 0.94548 5.64712 3.45010 0.0989
H -0.58654 6.19744 2.85256 0.1057
H -1.52648 3.01222 1.77567 0.0852
H -3.86119 3.67565 1.53744 0.1136
H -5.35773 5.07507 0.16622 0.1099
H -4.47949 7.10184 -0.95775 0.1064
H -2.09504 7.70288 -0.69399 0.1092
H -0.58773 6.28402 0.61784 0.1109
O -1.05158 0.33845 3.38292 0.1622
N -0.59978 0.40763 2.29727 -0.5347
O 0.45183 -0.18153 1.91039 -0.0897
O -1.27851 0.85233 1.27313 -0.1771
```



Least stable: A



A | The following is a quantum chemistry calculation of C5H20O5 as an isolated structure, from OMol25.

Its HOMO-LUMO gap is 0.3285 Ha. As for the charge: 0.

Structure (XYZ):
```
30
Properties=species:S:1:pos:R:3:nbo_charge:R:1
C -19.89464 -5.77479 -3.27324 -0.2513
O -20.28429 -5.97264 -1.95727 -0.8127
H -20.73206 -5.55888 -3.93672 0.1808
H -19.15153 -4.98180 -3.35724 0.1249
H -19.35367 -6.69106 -3.50968 0.1333
H -19.48047 -6.01234 -1.43394 0.4274
C -18.37875 -2.82846 -2.72253 -0.2634
O -18.09432 -1.96520 -1.61111 -0.7207
H -19.31066 -3.39128 -2.66874 0.1875
H -18.17319 -2.35312 -3.68164 0.1821
H -17.62825 -3.61893 -2.72608 0.1475
H -18.64222 -2.29560 -0.89541 0.4665
C -17.72644 -9.51621 0.15846 -0.2480
O -18.34190 -8.23250 0.08035 -0.7409
H -16.72347 -9.46608 -0.26536 0.1774
H -17.63815 -9.77464 1.21370 0.1921
H -18.25324 -10.32606 -0.34625 0.1886
H -19.06986 -8.16142 -0.54143 0.4842
C -15.18493 -7.92381 -1.60181 -0.2375
O -13.96069 -7.31792 -1.86020 -0.7079
H -15.88883 -7.88009 -2.43291 0.1503
H -15.03473 -8.99830 -1.49687 0.1548
H -15.78140 -7.50012 -0.79385 0.1812
H -13.51616 -7.82079 -2.54657 0.4713
C -17.32664 -5.66254 -1.43781 -0.2521
O -18.54507 -6.16362 -1.22104 -0.6526
H -17.30653 -5.19408 -2.42180 0.1886
H -17.02836 -5.03436 -0.59847 0.1745
H -16.76172 -6.59468 -1.44775 0.1853
H -18.50909 -6.95879 -0.68439 0.4885
```



B | The following is a quantum chemistry calculation of C5H20O5 as an isolated structure, from OMol25.

Its HOMO-LUMO gap is 0.2652 Ha. As for the charge: 0.

Structure (XYZ):
```
30
Properties=species:S:1:pos:R:3:nbo_charge:R:1
C -0.04145 -0.32880 -0.33293 -0.2914
O 0.93956 -1.20902 0.12847 -0.6890
H -0.42673 -0.59046 -1.31842 0.1925
H -0.94159 -0.29510 0.28085 0.1772
H 0.42659 0.65559 -0.33158 0.1565
H 1.49048 -0.72428 0.74743 0.4533
C 0.91806 2.35772 -1.77706 -0.2599
O -0.42734 2.14598 -1.43412 -0.6987
H 1.06269 2.23861 -2.85084 0.2014
H 1.18010 3.40479 -1.62514 0.1695
H 1.58321 1.75876 -1.15503 0.1635
H -0.56469 2.48687 -0.54726 0.4372
C -2.12835 1.11098 0.06243 -0.3193
O -1.32041 1.51884 1.17652 -0.7013
H -1.47540 0.81710 -0.75939 0.2351
H -2.74221 0.24852 0.32210 0.1900
H -2.76000 1.89894 -0.34775 0.1752
H -0.58831 1.96734 0.74701 0.4240
C -0.23545 -3.47593 -1.03274 -0.2704
O 0.52687 -3.01134 0.06988 -0.8126
H -1.18141 -2.94085 -1.11614 0.1278
H 0.38618 -3.34052 -1.91781 0.1433
H -0.42022 -4.53154 -0.83361 0.1692
H 0.90330 -2.15246 -0.13560 0.4356
C 0.63433 0.07750 2.42968 -0.2569
O 1.67510 -0.18992 1.61307 -0.6386
H 0.66835 -0.49237 3.35822 0.1835
H 0.61502 1.15644 2.58335 0.1711
H -0.24631 -0.26583 1.88682 0.2307
H 2.48996 -0.29562 2.10950 0.5010
```



Least stable: B